No. 1
# C16H36N3O4

A cluster of 4 separate species, C16H36N3O4 in total (ωB97M-V/def2-TZVPD, the Open Molecules 2025 dataset).

Output
F_max	1.1	eV Å⁻¹
E_HOMO	-12.21	eV
gap between HOMO and LUMO	0.27782	hartree
LUMO level	-4.65	eV

ORCA input file:
```
! wB97M-V def2-TZVPD RIJCOSX def2/J DEFGRID3
* xyz 1 1
N -0.95644 -0.62418 -5.72574
C 0.32082 -0.88140 -5.02206
C 0.00416 -1.37755 -3.61534
O -0.16190 -2.78667 -3.63976
C 1.11121 -1.12679 -2.58918
C 1.53822 0.28814 -2.53810
C 0.64513 1.32572 -2.39079
C 1.20374 2.59222 -2.37193
N 2.50558 2.77362 -2.48898
N 3.41926 1.81967 -2.60558
C 2.90526 0.61304 -2.62445
H -1.54280 -0.05835 -5.12301
H -0.76181 -0.01626 -6.51303
H 0.88582 -1.64643 -5.54336
H 0.92464 0.03250 -5.02931
H -0.92087 -0.93164 -3.24290
H -0.63471 -2.98657 -4.45399
H 0.72340 -1.39549 -1.60636
H 1.95080 -1.78902 -2.76998
H -0.41307 1.16176 -2.30698
H 0.58344 3.46507 -2.25714
H 2.86872 3.71835 -2.49242
H 3.61222 -0.19503 -2.72540
C 0.14753 -0.47258 2.52648
C -0.49279 0.26184 1.36147
C -1.92666 0.64781 1.67160
O -0.45929 -0.56340 0.18642
H -0.40030 -1.39396 2.74277
H 1.17450 -0.75384 2.28757
H 0.15772 0.14625 3.42323
H 0.08975 1.15226 1.12877
H -2.52379 -0.24865 1.85791
H -2.38292 1.16667 0.82671
H -1.98746 1.29394 2.54762
H -0.96863 -1.36504 0.36471
C 3.48942 4.09026 1.15689
C 2.81723 3.43490 2.35464
C 3.83804 2.93595 3.36355
O 1.98800 2.35315 1.91737
H 4.12913 3.36928 0.63704
H 2.73866 4.44172 0.44452
H 4.10347 4.93832 1.45904
H 2.14980 4.15092 2.83371
H 4.48776 2.18156 2.91080
H 3.33871 2.46856 4.21168
H 4.46142 3.75053 3.73258
H 2.55802 1.70482 1.49044
C -3.60316 -4.04412 3.71009
C -3.89135 -3.00787 2.63582
C -5.33192 -3.08472 2.15632
O -2.99850 -3.19070 1.52886
H -3.75580 -5.05316 3.31849
H -2.56574 -3.97694 4.03922
H -4.25214 -3.90800 4.57548
H -3.69041 -2.00980 3.02814
H -5.53691 -4.06477 1.71778
H -5.51939 -2.33771 1.38427
H -6.03133 -2.92060 2.97638
H -3.16149 -4.06761 1.16738
*
```



No. 2
# C35H55MnN4OP2

A structure of composition C35H55MnN4OP2 (ωB97M-V/def2-TZVPD, the Open Molecules 2025 dataset).

Output
F_max	10.4	eV Å⁻¹
E_HOMO (alpha / beta)	-8.87 / -10.46	eV
⟨S²⟩	8.78
gap between HOMO and LUMO (alpha / beta)	0.21738 / 0.26317	hartree
LUMO level (alpha / beta)	-2.96 / -3.30	eV
energy above the lowest of the compared OMol25 structures with the same formula, charge and spin	0.00	kcal per mole

ORCA input file:
```
! wB97M-V def2-TZVPD RIJCOSX def2/J DEFGRID3
* xyz 1 6
C 2.55649 -1.27623 -1.07220
C 1.48277 0.55766 -2.04879
C 3.46088 -1.35149 -2.13035
C 2.29976 0.48289 -3.17552
C 3.31226 -0.47823 -3.20337
H 4.22591 -2.12513 -2.09281
H 2.12741 1.16366 -4.01304
H 3.97179 -0.55237 -4.06644
N 1.66389 -0.28618 -1.01752
P 0.83039 -2.39508 0.80801
P 0.23954 2.30806 -0.17516
C 2.51267 -2.32648 0.02828
H 2.79540 -3.31236 -0.37763
H 3.25511 -2.08499 0.80775
C 0.32740 1.50917 -1.89085
H 0.33983 2.29568 -2.64942
C -1.36214 3.35434 -0.15882
C 1.73760 3.46055 -0.10195
C -0.14540 -3.54467 -0.35855
C 1.11935 -3.22079 2.48919
C -2.48247 2.54654 0.51516
H -2.24961 2.33607 1.56633
H -3.41206 3.13629 0.47698
H -2.66714 1.59147 0.00936
C -1.19615 4.65055 0.64390
H -0.87995 4.45156 1.67581
H -0.50419 5.35779 0.17487
H -2.17841 5.14719 0.68869
C -1.80123 3.67882 -1.58993
H -2.70350 4.30906 -1.54124
H -1.04557 4.23415 -2.16069
H -2.07303 2.76491 -2.13416
C 1.84428 3.98044 1.35135
H 1.52993 3.22068 2.08219
H 2.89537 4.22078 1.56872
H 1.25652 4.89046 1.51601
C 3.02860 2.68907 -0.42344
H 3.17459 1.83662 0.24481
H 3.05390 2.34644 -1.46471
H 3.87546 3.37898 -0.27753
C 1.60800 4.60206 -1.13294
H 1.00296 4.33410 -2.00985
H 1.21081 5.52246 -0.68939
H 2.61364 4.84357 -1.51113
C -0.24619 -3.52026 3.12201
H -0.07348 -3.95369 4.11886
H -0.83603 -2.60163 3.25078
H -0.83705 -4.24685 2.54996
C 1.86310 -2.23840 3.40689
H 2.85353 -1.97174 3.01759
H 1.28864 -1.32264 3.59255
H 2.01448 -2.73887 4.37629
C 1.97195 -4.49727 2.37813
H 2.83690 -4.37090 1.71432
H 2.35756 -4.73094 3.38109
H 1.39506 -5.36709 2.04981
C 0.18910 -3.17170 -1.80773
H 1.20872 -3.46095 -2.09474
H -0.50702 -3.69410 -2.48188
H 0.06847 -2.09292 -1.97142
C -1.64590 -3.29342 -0.12528
H -1.93718 -2.29623 -0.48914
H -2.22043 -4.04885 -0.68366
H -1.92440 -3.37418 0.93467
C 0.16975 -5.03223 -0.15892
H 1.24101 -5.24977 -0.26011
H -0.19926 -5.41800 0.79863
H -0.35310 -5.59303 -0.94912
Mn 0.03538 -0.10416 0.60459
C 1.46056 0.40728 1.58419
O 2.51693 0.58607 2.08670
N -1.23580 -0.10914 -0.86570
C -1.03263 0.50700 -1.93604
C -1.82806 0.34590 -3.27002
C -1.37286 1.35212 -4.31867
C -1.51342 -1.03607 -3.84026
C -3.33790 0.47916 -2.98585
H -1.54616 2.38501 -4.00380
H -0.30631 1.21450 -4.53541
H -1.93832 1.18183 -5.24401
H -1.84800 -1.83607 -3.17021
H -2.02056 -1.17622 -4.80448
H -0.43401 -1.14178 -4.01485
H -3.82043 1.12593 -3.72885
H -3.82492 -0.50104 -3.03407
H -3.54496 0.89754 -1.99438
N -0.65374 1.65272 6.79549
C -1.06890 1.14313 5.82475
C -1.55543 0.52203 4.61159
C -2.80863 -0.09216 4.56114
C -3.23176 -0.63693 3.35626
C -2.39129 -0.56886 2.24561
N -1.15298 -0.02439 2.31892
C -0.74804 0.55126 3.47430
H -3.43444 -0.11994 5.45262
H -4.20406 -1.11089 3.24231
H -2.70068 -0.92601 1.25799
H 0.21157 1.06984 3.48057
*
```



No. 3
# C44H37Cu5F2N5O18

A structure of composition C44H37Cu5F2N5O18 (ωB97M-V/def2-TZVPD, the Open Molecules 2025 dataset).

Output
F_max	4.8	eV Å⁻¹
E_HOMO	-4.52	eV
gap between HOMO and LUMO	0.19150	hartree
LUMO level	0.69	eV

ORCA input file:
```
! wB97M-V def2-TZVPD RIJCOSX def2/J DEFGRID3
* xyz -1 1
Cu -2.32121 -1.03964 -4.18574
Cu -2.58727 3.44803 0.70555
Cu 1.16531 2.24602 -0.14206
Cu 3.14017 -0.64684 -0.75444
Cu -3.70654 1.51929 -2.47232
C -0.63840 0.63007 0.65958
C 0.38055 -0.30427 0.58589
C 0.28338 -1.37903 -0.46393
O 1.27069 -2.15606 -0.60775
C -0.81013 -1.62054 -1.26817
C -1.91004 -0.70918 -1.23979
C -1.79651 0.49780 -0.24086
O -2.68366 1.32387 -0.27212
O -2.75465 -0.50535 -2.14537
O 1.40236 -0.11577 1.32120
H -0.57637 1.44412 1.37232
H -0.79128 -2.49069 -1.90811
C 0.74255 0.73040 -3.26007
C 2.05187 0.80865 -2.88897
C 3.10265 1.23383 -3.90799
O 4.27960 1.56368 -3.58612
C 2.76789 1.33139 -5.24855
C 1.48145 0.98887 -5.72388
C 0.41096 0.56844 -4.64125
O -0.70910 0.30042 -5.07235
O 1.00896 1.17874 -6.84071
O 2.34532 0.71490 -1.61759
H -0.04182 0.52777 -2.54228
H 3.40761 1.57167 -6.08549
C 0.15176 4.79104 -2.43247
C -0.09835 4.98825 -3.80747
C -1.38908 4.49333 -4.44092
O -1.49742 4.39209 -5.67210
C -2.32407 3.87627 -3.61599
C -2.22290 3.83964 -2.22968
C -0.79168 4.15440 -1.59588
O -0.60937 3.58813 -0.45109
O -3.16455 3.59954 -1.42417
O 0.78667 5.69376 -4.34285
H 1.06969 5.10703 -1.95815
H -3.28705 3.58294 -4.02987
C -4.89906 -3.39307 1.23687
C -4.74949 -2.42065 0.05954
O -5.28316 -1.24718 0.58405
C -5.86342 -1.47927 1.77676
O -6.23368 -0.64431 2.53532
O -5.83995 -2.81040 2.09108
F -5.54123 -2.79910 -0.98480
H -3.93438 -3.50475 1.74030
H -5.07162 -4.42464 0.92654
H -3.73147 -2.39690 -0.33188
C -0.10058 -1.42673 4.59217
C 0.38817 -2.37119 3.51550
O -0.75163 -2.68468 2.77679
C -1.60814 -1.61413 2.91806
O -2.58710 -1.49974 2.24459
O -1.03771 -0.75005 3.72684
F 0.78820 -3.51598 4.18301
H 0.54297 -0.69171 5.06998
H -0.66593 -1.87729 5.40994
H 1.28704 -2.07679 2.96907
N 6.60126 0.73353 0.29821
C 6.43617 -0.33710 1.13569
C 5.11475 -0.39831 1.49810
C 4.47792 0.72220 0.89864
C 5.41030 1.33129 0.07246
H 7.39637 0.96464 -0.27326
H 7.25107 -1.01699 1.32215
H 4.74768 -1.00134 2.31342
H 3.43719 1.02212 0.91970
H 5.22183 2.08541 -0.67551
N 2.40023 -4.60234 0.96201
C 3.30568 -4.13143 1.90535
C 4.09431 -5.17956 2.29562
C 3.61775 -6.30472 1.61086
C 2.51122 -5.98276 0.84062
H 1.66295 -4.02737 0.57677
H 3.26054 -3.17278 2.39665
H 4.95409 -5.19816 2.94498
H 4.19294 -7.21806 1.67102
H 1.81466 -6.56822 0.26739
N 1.86002 1.93466 4.47880
C 2.18712 2.05499 5.78754
C 1.43673 3.02612 6.37266
C 0.67023 3.61406 5.31215
C 1.02849 2.98036 4.13805
H 2.13387 1.16385 3.89205
H 2.84193 1.32976 6.24757
H 1.37281 3.22070 7.43053
H -0.12420 4.30862 5.53447
H 0.48368 3.01459 3.20780
N -3.05082 1.40347 2.94795
C -4.09732 2.12236 2.44659
C -4.17397 3.36503 2.99799
C -3.21558 3.37447 4.02342
C -2.48241 2.20492 3.89629
H -2.53592 0.66026 2.50134
H -4.58127 1.61275 1.62413
H -4.77027 4.24554 2.81743
H -3.03339 4.24983 4.62698
H -1.59075 1.86546 4.40165
N -1.01560 -1.51667 -6.35044
C 0.13035 -1.63725 -5.59629
C 0.03059 -2.77468 -4.82894
C -1.26153 -3.30539 -5.11632
C -1.86308 -2.56969 -6.09520
H -1.21543 -0.77370 -7.00364
H 0.98720 -0.99856 -5.74992
H 0.76039 -3.17457 -4.14557
H -1.68235 -4.20875 -4.69882
H -2.78423 -2.65105 -6.64883
*
```